Entry 1:
104
Properties=species:S:1:pos:R:3:forces:R:3:mulliken_charge:R:1 method="wB97M-V/def2-TZVPD" molar_mass_g_mol=841.136 lumo_energy_ha=0.0089 gap_ha=0.303
C 2.962 -2.543 1.113 0.2 -0.2 0.1 -0.27
O 2.354 -1.388 0.573 0.1 0.2 0.0 -0.31
C 1.235 -0.909 1.309 -0.3 -0.9 -0.5 -0.92
C 0.021 -0.923 0.378 0.2 0.1 0.1 0.08
C -1.097 -0.041 0.927 0.4 -0.1 -0.2 -0.57
C -2.370 0.034 0.094 -0.2 0.0 0.5 -0.50
C -3.171 -1.265 -0.103 0.0 0.3 0.0 0.15
C -2.553 -2.186 -1.065 0.4 0.2 0.2 -0.30
N -2.061 -2.900 -1.818 -0.2 -0.2 -0.1 -0.73
C -3.595 -2.058 1.181 -0.7 -0.9 -0.7 1.70
C -2.512 -2.809 1.805 0.4 0.9 0.3 -0.48
N -1.592 -3.249 2.331 -0.1 -0.4 0.0 -0.60
P -4.410 -0.939 2.418 0.3 1.1 0.7 0.34
O -3.479 -0.077 3.176 0.1 -0.1 0.0 -0.59
P -4.880 -3.328 0.680 -0.5 -0.5 0.4 0.84
O -6.039 -3.283 1.568 0.1 0.3 0.0 -0.69
O -4.127 -4.737 0.728 -0.2 0.3 -0.5 -0.56
O -5.267 -3.047 -0.849 0.2 -0.4 0.3 -0.58
H 3.748 -2.866 0.435 -0.2 0.1 -0.1 0.08
H 2.242 -3.363 1.240 -0.1 0.1 0.0 0.29
H 3.428 -2.338 2.079 -0.1 0.0 0.1 0.16
H 1.432 0.077 1.734 0.1 0.0 0.0 0.30
H 1.023 -1.625 2.108 0.1 0.3 0.4 0.39
H 0.336 -0.612 -0.618 -0.1 0.2 0.0 0.17
H -0.284 -1.969 0.305 -0.1 0.0 -0.1 0.06
H -1.308 -0.324 1.960 -0.2 0.0 0.0 0.24
H -0.706 0.980 0.967 -0.1 0.0 0.1 0.63
H -3.050 0.740 0.582 0.0 0.0 0.0 0.28
H -2.138 0.443 -0.890 0.0 -0.1 0.1 -0.17
H -4.110 -0.975 -0.581 0.0 0.1 0.0 0.76
H -5.298 -0.184 1.626 -0.1 -0.4 -0.3 0.11
H -5.217 -1.718 3.250 0.0 -0.3 -0.3 0.12
H -3.860 -5.102 -0.124 0.2 -0.1 0.2 0.40
H -4.774 -3.592 -1.477 0.0 0.3 -0.2 0.37
C 6.553 -0.599 0.113 0.0 0.1 0.1 -1.06
S 6.669 -1.974 -1.034 0.0 0.0 -0.1 0.66
O 5.598 -2.933 -0.651 0.2 -0.2 -0.1 -0.65
C 8.211 -2.641 -0.385 0.1 0.0 0.1 -1.04
H 5.617 -0.084 -0.094 0.0 0.0 0.0 0.27
H 6.548 -0.980 1.135 0.0 0.0 0.0 0.34
H 7.393 0.076 -0.048 0.0 0.0 0.0 0.42
H 8.090 -2.881 0.672 0.0 0.0 0.0 0.31
H 9.008 -1.910 -0.526 0.0 0.0 0.0 0.37
H 8.439 -3.546 -0.945 0.0 0.0 0.0 0.31
C 5.330 -2.918 -4.643 -0.1 -0.1 0.0 -0.87
S 5.986 -1.368 -5.274 0.0 -0.1 0.0 0.45
O 6.130 -0.469 -4.102 0.0 0.2 0.0 -0.57
C 4.493 -0.868 -6.138 -0.1 0.0 -0.1 -0.78
H 6.100 -3.376 -4.026 0.0 0.0 0.0 0.25
H 4.447 -2.717 -4.035 0.0 0.0 0.0 0.27
H 5.086 -3.576 -5.478 0.0 0.0 0.0 0.41
H 3.664 -0.816 -5.432 0.0 0.0 0.0 0.16
H 4.275 -1.580 -6.933 0.0 0.0 0.0 0.35
H 4.674 0.115 -6.568 0.0 0.0 0.0 0.34
C -0.842 2.324 -4.539 0.0 0.0 -0.1 -1.10
S -1.549 0.978 -3.587 0.0 -0.1 -0.1 0.47
O -0.757 0.876 -2.330 0.1 0.1 -0.2 -0.55
C -0.995 -0.348 -4.654 0.0 -0.1 -0.1 -0.81
H -1.046 3.249 -4.004 0.0 0.0 0.0 0.37
H 0.234 2.174 -4.628 0.0 0.0 0.0 0.30
H -1.310 2.355 -5.523 0.0 0.0 0.0 0.40
H 0.091 -0.319 -4.739 0.0 0.0 0.0 0.19
H -1.453 -0.250 -5.638 0.0 0.0 0.0 0.41
H -1.303 -1.288 -4.196 0.0 0.0 0.1 0.27
C -4.462 3.024 3.887 -0.1 -0.1 0.2 -0.63
S -4.812 3.994 2.428 0.0 -0.1 0.0 0.34
O -4.092 3.363 1.285 0.0 0.0 0.0 -0.54
C -3.853 5.424 2.937 0.0 0.1 0.0 -0.84
H -4.931 2.050 3.767 0.0 0.0 -0.1 0.16
H -3.386 2.891 3.992 0.0 0.0 -0.1 0.24
H -4.871 3.530 4.762 0.0 0.0 0.0 0.37
H -2.819 5.121 3.102 0.0 0.0 0.0 0.27
H -4.284 5.830 3.853 0.0 -0.1 0.0 0.24
H -3.901 6.160 2.137 0.0 0.0 0.0 0.37
C -1.310 -3.997 -7.787 -0.1 -0.1 0.0 -0.93
S -0.594 -2.679 -8.775 0.1 0.0 0.0 0.45
O -0.238 -1.584 -7.833 0.0 0.1 0.1 -0.55
C -2.120 -2.192 -9.586 -0.1 0.0 0.0 -0.93
H -0.520 -4.408 -7.163 0.0 0.0 0.0 0.32
H -2.102 -3.589 -7.159 0.0 0.0 0.0 0.28
H -1.701 -4.772 -8.446 0.0 0.0 0.0 0.38
H -2.857 -1.911 -8.833 0.0 0.0 0.0 0.28
H -2.487 -3.018 -10.195 0.0 0.0 0.0 0.37
H -1.897 -1.339 -10.223 0.0 0.0 0.0 0.31
C 5.081 0.118 5.169 0.1 0.1 0.0 -0.95
S 3.324 -0.268 5.147 0.0 0.0 0.1 0.35
O 3.043 -0.909 3.839 0.1 0.1 0.1 -0.47
C 2.759 1.434 5.016 0.0 0.1 0.0 -0.95
H 5.622 -0.825 5.200 0.0 0.0 0.0 0.32
H 5.341 0.667 4.264 0.0 0.0 0.0 0.27
H 5.314 0.705 6.057 0.0 0.0 0.0 0.39
H 3.183 1.888 4.120 0.0 0.0 0.0 0.30
H 3.055 1.986 5.908 0.0 0.0 0.0 0.40
H 1.673 1.411 4.939 0.0 0.0 0.0 0.29
C -2.314 5.955 7.658 0.1 0.0 0.0 -0.93
S -4.082 5.647 7.715 0.0 0.0 0.1 0.40
O -4.451 5.051 6.403 0.0 0.1 -0.1 -0.52
C -4.583 7.370 7.660 0.0 0.1 0.0 -0.95
H -1.813 4.990 7.638 0.0 0.0 0.0 0.31
H -2.072 6.518 6.757 0.0 0.0 0.0 0.29
H -2.014 6.506 8.550 0.0 0.0 0.0 0.38
H -4.184 7.836 6.759 0.0 0.0 0.0 0.29
H -4.221 7.882 8.551 0.0 0.0 0.0 0.38
H -5.671 7.395 7.639 0.0 0.0 0.0 0.32



Entry 2:
100
Properties=species:S:1:pos:R:3:forces:R:3:mulliken_charge:R:1 method="wB97M-V/def2-TZVPD" relative_energy_kcal_mol=0.0 molar_mass_g_mol=678.019 lumo_energy_ha=0.0079 gap_ha=0.317
C 4.599 3.258 -6.879 0.4 0.2 1.0 -1.05
C 3.787 2.474 -5.858 -0.3 0.0 0.9 0.51
O 3.222 1.422 -6.127 0.4 0.7 0.4 -0.58
N 3.725 3.031 -4.575 0.1 -1.0 -1.1 -0.16
C 3.106 2.324 -3.475 -0.8 -0.5 -0.5 -0.45
H 3.946 3.912 -7.446 0.0 0.0 -0.1 0.26
H 5.141 2.590 -7.531 -0.3 -0.3 -0.3 0.32
H 5.375 3.851 -6.369 -0.4 0.1 -0.2 0.32
H 4.093 3.935 -4.384 0.3 0.3 -0.2 0.23
H 2.021 2.244 -3.642 0.1 0.0 0.2 0.14
H 3.280 2.823 -2.531 0.2 0.3 0.1 0.37
H 3.477 1.298 -3.398 0.1 0.1 -0.1 0.08
C -6.683 1.350 -5.046 0.3 -0.5 -0.8 -1.12
C -5.545 2.030 -4.370 0.2 1.4 2.8 0.80
O -5.654 2.547 -3.225 0.1 -1.1 -2.2 -0.68
N -4.392 2.085 -5.053 0.9 0.5 0.0 -0.16
C -3.206 2.867 -4.613 -0.7 -0.3 -0.1 -0.75
H -7.206 0.715 -4.348 -0.3 0.0 0.2 0.26
H -6.325 0.725 -5.877 -0.2 0.1 0.1 0.36
H -7.345 2.101 -5.465 -0.2 0.1 0.1 0.30
H -4.367 1.644 -5.954 0.1 0.1 0.0 0.23
H -2.422 2.729 -5.347 0.1 -0.1 -0.1 0.37
H -2.827 2.525 -3.652 -0.1 0.0 0.0 0.11
H -3.430 3.939 -4.564 -0.2 -0.2 0.1 0.28
C 2.228 -3.683 2.414 0.9 -0.5 0.1 -1.43
C 1.873 -2.289 2.785 1.2 2.0 -2.9 0.72
O 2.372 -1.268 2.190 -1.1 -2.3 1.9 -0.61
N 0.895 -2.234 3.659 0.5 -2.6 0.1 0.09
C 0.453 -1.075 4.205 -1.4 3.1 1.0 -0.90
H 2.500 -4.267 3.302 -0.1 0.1 -0.1 0.39
H 3.092 -3.631 1.768 0.1 -0.2 -0.3 0.39
H 1.403 -4.201 1.932 -0.1 0.1 -0.1 0.32
H 0.492 -3.110 3.969 0.0 0.0 -0.2 0.21
H 0.403 -0.319 3.418 -0.1 0.2 0.2 0.12
H 1.084 -0.674 5.004 0.1 0.0 0.0 0.38
H -0.542 -1.226 4.610 -0.2 0.2 0.1 0.38
C -3.062 -5.667 3.898 -0.9 -0.2 -0.9 -1.27
C -2.237 -4.572 3.309 -0.4 1.9 -0.2 0.64
O -1.023 -4.552 3.499 -0.8 0.5 -0.8 -0.59
N -2.995 -3.545 2.664 1.8 -1.9 0.9 -0.12
C -2.447 -2.439 1.903 -1.0 1.0 0.9 0.00
H -3.661 -5.253 4.707 0.0 -0.2 0.2 0.32
H -2.426 -6.475 4.208 0.3 -0.1 0.4 0.33
H -3.742 -6.078 3.138 0.0 0.2 0.2 0.37
H -3.996 -3.585 2.748 0.1 -0.3 -0.1 0.23
H -2.601 -1.486 2.454 0.2 -0.4 -0.1 0.28
H -3.022 -2.320 0.985 0.4 -0.2 -0.2 -0.24
H -1.390 -2.545 1.752 0.4 -0.3 -0.3 0.14
C -0.019 1.949 8.080 0.8 0.1 -0.7 -1.16
C 0.058 2.438 6.624 2.3 -2.1 2.5 0.77
O -0.727 3.159 6.161 -4.1 3.3 -1.8 -0.60
N 1.127 2.055 5.928 1.6 -0.2 -1.6 -0.15
C 1.512 2.617 4.604 1.0 -0.6 0.8 -0.71
H -0.950 2.289 8.488 -0.5 -0.1 0.2 0.33
H 0.797 2.427 8.634 -0.1 -0.1 0.0 0.29
H 0.111 0.869 8.144 -0.1 0.0 0.1 0.32
H 1.837 1.528 6.391 0.3 -0.2 0.2 0.24
H 2.515 3.080 4.672 -0.3 -0.3 0.1 0.32
H 0.868 3.408 4.258 -0.6 -0.1 0.1 0.38
H 1.588 1.786 3.887 -0.2 0.4 0.0 -0.03
C 1.179 -0.902 -4.202 0.2 1.0 0.5 -0.29
S 1.536 -2.322 -3.213 -1.3 0.8 0.8 0.54
O 2.250 -3.241 -4.079 0.9 -1.7 -1.2 -0.73
C 2.812 -1.566 -2.251 0.7 0.2 -0.1 -0.55
H 0.426 -1.146 -4.931 -0.1 -0.2 -0.3 0.41
H 2.115 -0.566 -4.653 -0.1 -0.1 -0.3 0.15
H 0.804 -0.096 -3.553 -0.1 -0.2 -0.2 -0.11
H 2.505 -0.630 -1.794 0.0 0.0 0.2 -0.09
H 3.640 -1.417 -2.953 -0.1 0.2 0.1 0.37
H 3.131 -2.294 -1.520 0.0 -0.1 0.4 0.30
C 5.097 2.113 2.220 -0.4 -1.2 -1.0 -0.77
S 5.738 1.579 3.773 0.9 -0.1 0.1 0.44
O 5.412 2.635 4.750 -0.3 0.5 0.6 -0.62
C 4.671 0.219 4.120 -0.6 -0.5 0.8 -0.52
H 5.423 1.367 1.475 0.1 0.3 0.1 0.36
H 5.558 3.065 2.018 0.0 0.4 -0.1 0.38
H 4.007 2.111 2.170 0.0 0.4 0.3 0.10
H 3.619 0.516 4.151 0.1 0.0 -0.3 -0.14
H 4.933 -0.084 5.140 0.1 0.1 -0.1 0.41
H 4.830 -0.638 3.473 -0.1 0.1 -0.3 0.37
C 0.673 1.799 -0.502 0.4 0.0 0.0 -0.87
S -0.891 1.266 -1.173 0.1 0.0 0.4 0.47
O -0.742 1.394 -2.634 -0.1 0.2 -1.2 -0.55
C -0.775 -0.466 -0.820 -0.7 0.1 1.4 0.87
H 0.942 2.678 -1.086 -0.2 0.2 0.3 0.39
H 1.476 1.077 -0.653 -0.2 -0.2 0.1 0.00
H 0.529 2.007 0.555 0.2 0.2 0.1 0.46
H -0.693 -0.549 0.277 0.2 -0.1 -0.3 -0.03
H 0.033 -0.984 -1.311 0.2 0.0 -0.3 -0.14
H -1.753 -0.867 -1.064 0.2 -0.4 -0.4 -0.62
C -5.583 -2.522 -2.597 -1.4 0.3 0.9 -0.90
S -4.308 -2.066 -1.442 -2.2 0.8 0.8 0.33
O -3.111 -2.705 -1.919 2.7 -1.5 -0.6 -0.61
C -4.166 -0.390 -1.971 -0.7 1.2 0.5 -1.18
H -5.532 -1.896 -3.476 0.2 -0.3 -0.5 0.23
H -6.560 -2.329 -2.116 0.3 0.1 -0.1 0.35
H -5.538 -3.595 -2.722 0.3 -0.1 -0.5 0.37
H -3.645 -0.397 -2.922 0.1 0.1 -0.1 0.46
H -3.649 0.183 -1.202 0.4 -0.1 -0.2 0.33
H -5.132 0.129 -2.026 0.0 -0.3 -0.3 0.51